(1)
DFT (the ωB97M-V functional and the def2-TZVPD basis) results for C34H45BN8O3SiZr as an isolated structure.

Summary:
- highest occupied orbital energy (eV) = -7.961
- orbital gap (eV) = 7.89
- relative energy (zero: lowest compared OMol25 entry of this formula, charge and spin) (kJ/mol) = 6.2
- maximum force (Eh/bohr) = 0.0120
- E_tot (eV) = -63893.7428

Structure (XYZ):
```
93
Properties=species:S:1:pos:R:3:mulliken_charge:R:1
Zr -0.1867 0.2039 0.3409 -0.439
C -2.0862 4.3942 -1.2374 -1.720
C -2.5886 3.0158 -0.8031 3.228
C -4.0984 3.0015 -0.5802 -1.666
C -2.1819 1.9707 -1.7954 -0.263
C -2.8004 1.5968 -2.9986 -1.261
C -2.0325 0.5609 -3.4936 -0.529
N -1.0188 0.3481 -2.6454 0.209
N -1.0973 1.2221 -1.6072 0.233
B 0.0464 -0.7510 -2.6360 -0.211
N -0.2718 -1.6406 -1.3672 1.999
C -1.4446 -2.3519 -1.2753 -0.668
C -1.1765 -3.5338 -0.6625 -1.716
C 0.2194 -3.5069 -0.3926 0.304
N 0.7577 -2.3855 -0.8256 -0.629
C 1.0183 -4.5904 0.2765 0.726
C 0.2698 -5.1525 1.4891 -1.254
C 2.4164 -4.1260 0.6698 -1.286
N 1.4179 -0.1366 -2.3671 -0.095
C 2.5212 -0.1183 -3.1184 -0.602
C 3.4841 0.6122 -2.4497 -1.352
C 2.8673 1.0249 -1.2599 -0.660
N 1.6242 0.5420 -1.2152 0.972
C 3.4245 1.9418 -0.2109 3.959
C 4.5951 1.3064 0.5771 -1.603
C 3.8524 3.2559 -0.8659 -1.829
H -2.3318 5.1411 -0.4796 0.403
H -2.5541 4.6953 -2.1780 0.413
H -1.0042 4.3896 -1.3775 0.340
H -2.1156 2.7538 0.1460 -1.603
H -4.6339 3.2858 -1.4893 0.396
H -4.3662 3.7118 0.2037 0.405
H -4.4290 2.0081 -0.2734 0.312
H -3.6920 2.0137 -3.4340 0.470
H -2.1385 -0.0403 -4.3819 0.495
H 0.0345 -1.3728 -3.6608 -0.111
H -2.3719 -1.9401 -1.6432 0.660
H -1.8794 -4.3145 -0.4243 0.399
H 1.1252 -5.3936 -0.4608 0.428
H 0.1066 -4.3773 2.2405 0.174
H 0.8512 -5.9534 1.9481 0.442
H -0.6993 -5.5651 1.2063 0.346
H 2.3519 -3.3950 1.4793 0.073
H 2.9435 -3.6748 -0.1705 0.324
H 2.9994 -4.9684 1.0419 0.517
H 2.5418 -0.6155 -4.0736 0.513
H 4.4811 0.8439 -2.7852 0.559
H 2.6100 2.1714 0.4803 -2.358
H 4.7765 0.2741 0.2743 0.276
H 4.4103 1.3229 1.6551 0.253
H 5.5183 1.8650 0.4178 0.498
H 4.6520 3.0754 -1.5879 0.429
H 4.2281 3.9495 -0.1128 0.532
H 3.0177 3.7256 -1.3888 0.336
N 1.7811 -0.4639 1.4568 0.010
C 1.5617 -1.0368 2.7923 -0.797
C 0.1857 -1.6712 2.8541 0.168
O -0.0960 -2.4633 3.7379 -0.727
N -0.6463 -1.2196 1.8848 2.143
C -2.0334 -1.6439 2.0469 -1.068
C -2.8622 -0.8446 1.0612 0.190
O -3.9629 -1.1766 0.6959 -0.709
O -2.2303 0.2306 0.6270 -0.359
H 2.1045 -1.1861 0.8094 0.444
H 2.4929 0.2589 1.4797 -0.215
H 1.5810 -0.2346 3.5251 -0.269
H 2.3203 -1.7644 3.0770 0.447
H -2.3929 -1.4470 3.0605 0.601
H -2.1706 -2.7092 1.8671 0.440
C -3.7834 2.8879 4.4799 -0.560
C -3.3877 3.9734 3.7084 -0.671
C -2.2305 3.8995 2.9445 -0.797
C -1.4502 2.7408 2.9237 0.490
C -1.8716 1.6570 3.6982 0.188
C -3.0192 1.7293 4.4761 -0.867
Si 0.0915 2.6146 1.8364 1.656
C 1.6231 2.8920 2.9226 -0.020
C 2.6479 3.7502 2.5173 -0.312
C 3.8047 3.9069 3.2698 -0.663
C 3.9589 3.2097 4.4619 -0.606
C 2.9405 2.3738 4.9004 -0.553
C 1.7887 2.2208 4.1386 -0.465
H -4.6851 2.9422 5.0765 0.386
H -3.9810 4.8799 3.7033 0.415
H -1.9313 4.7572 2.3507 0.305
H -1.3038 0.7305 3.6839 0.080
H -3.3236 0.8752 5.0692 0.449
H 0.0551 3.8323 0.9639 -0.605
H 2.5324 4.3181 1.6000 0.457
H 4.5813 4.5833 2.9325 0.443
H 4.8581 3.3303 5.0525 0.388
H 3.0392 1.8460 5.8413 0.433
H 0.9902 1.5891 4.5158 0.364
```


(2)
DFT (the ωB97M-V functional and the def2-TZVPD basis) results for C34H45BrGeIMgN2O4S2 as an isolated structure at a distorted geometry.

Summary:
- highest occupied orbital energy (spin up / spin down) (eV) = -7.875 / -7.867
- orbital gap (spin up / spin down) (eV) = 8.05 / 4.57
- multiplicity = 2
- relative energy (zero: lowest compared OMol25 entry of this formula, charge and spin) (kJ/mol) = 286.3
- maximum force (Eh/bohr) = 0.1142
- E_tot (eV) = -208933.7504

Structure (XYZ):
```
91
Properties=species:S:1:pos:R:3:mulliken_charge:R:1
Mg 0.3846 0.5690 1.1139 2.498
C -3.2358 1.0808 3.3371 -2.226
C -2.0036 0.3319 2.7966 1.086
N -1.5658 0.7078 1.6129 0.742
N -2.4444 1.4400 0.7928 -0.362
C -3.5074 0.7483 0.4514 0.095
S -4.2459 -0.6565 0.7485 0.001
S -4.4389 1.8250 -0.8190 -0.158
C -3.2464 2.0393 -2.1062 0.227
C -3.4619 1.0540 -3.2646 0.021
C -3.1945 1.3676 -4.5559 -0.391
C -3.0754 0.4480 -5.6122 -0.697
C -3.1599 -0.8955 -5.3324 -0.435
C -3.6720 -1.2536 -4.0750 -0.737
C -3.7416 -0.2969 -3.0626 0.250
C -1.3857 -0.6508 3.7121 0.033
C -2.2894 -1.2088 4.6695 -0.776
C -1.8010 -2.2481 5.4278 -0.799
C -0.4002 -2.6534 5.3070 -0.655
C 0.4160 -2.1194 4.3676 -0.670
C -0.0667 -1.0509 3.5348 0.120
O 0.6997 -0.6031 2.5743 -0.187
H -3.4826 2.0287 2.7829 0.293
H -2.9431 1.3881 4.2931 0.723
H -4.1899 0.5470 3.3047 0.433
H -2.2603 1.9790 -1.5613 -0.725
H -3.3483 2.9430 -2.6528 0.667
H -2.8889 2.3695 -4.8025 0.327
H -2.8765 0.8304 -6.5999 0.388
H -2.9915 -1.6658 -6.0911 0.408
H -3.8555 -2.3284 -3.7786 0.345
H -4.0302 -0.6317 -2.1027 0.429
H -3.3742 -0.9175 4.7130 0.257
H -2.4410 -2.4954 6.2960 0.304
H -0.1047 -3.5316 5.9545 0.327
H 1.4645 -2.3045 4.1901 0.559
C -0.7963 -1.1391 -1.4252 -0.448
C 0.3431 -0.2240 -1.8951 1.956
C 1.6638 -0.9575 -1.9231 -1.375
C 0.0283 0.2296 -3.3291 -1.914
O 0.3827 0.8965 -0.9430 0.895
Ge 1.7454 2.1255 -0.6183 -1.490
O 2.4208 0.7410 0.4280 0.317
C 3.7000 0.8160 1.0680 1.007
C 4.6050 1.8715 0.3700 -1.847
C 4.3432 -0.5547 1.1333 -1.509
C 3.4766 1.2272 2.5265 -1.357
O 0.7715 2.5538 1.0072 -0.166
C 0.2059 3.8915 1.2622 1.395
C -0.8855 3.8703 2.3437 -1.800
C 1.4239 4.6915 1.8122 -1.514
C -0.4095 4.5885 0.0274 -1.447
H -0.9825 -1.8804 -2.1700 0.766
H -1.6738 -0.6593 -1.0682 -0.892
H -0.5289 -1.7398 -0.5542 -0.203
H 1.6493 -1.9650 -2.4601 0.354
H 1.9871 -1.2534 -0.8671 -0.182
H 2.4205 -0.3239 -2.3459 0.579
H -0.1608 -0.6406 -3.9126 0.483
H 0.8662 0.8402 -3.6892 0.404
H -0.8905 0.7524 -3.3964 0.251
H 4.7316 1.5880 -0.6751 0.413
H 5.5641 2.0009 0.8649 0.402
H 4.1156 2.8054 0.3096 0.350
H 4.6060 -0.9006 0.1160 0.286
H 3.7351 -1.2726 1.7091 0.198
H 5.3169 -0.4142 1.5792 0.520
H 3.0784 2.1941 2.5094 0.213
H 4.5331 1.2766 3.0033 0.456
H 2.8990 0.4255 3.0935 0.128
H -0.5245 3.2704 3.1525 0.353
H -1.8268 3.4275 1.9713 0.284
H -1.1193 4.8966 2.6600 0.554
H 1.7920 4.2170 2.7079 0.328
H 1.2173 5.8048 1.8972 0.356
H 2.1204 4.6528 0.9433 0.307
H -1.2456 3.9395 -0.4235 0.037
H 0.3012 4.9476 -0.7053 0.370
H -1.0100 5.4104 0.3966 0.478
Br 4.4980 -4.4243 -0.1046 -0.166
C 2.9574 -4.8483 -1.1814 0.576
C 3.1759 -5.6456 -2.3679 -0.510
C 2.0827 -5.9238 -3.1388 -0.322
C 0.7913 -5.4924 -2.8039 -0.794
C 0.5713 -4.7608 -1.6028 -0.554
C 1.6853 -4.4941 -0.7495 -0.195
I 1.1348 -3.7387 1.1306 0.289
H 4.1978 -6.0016 -2.6360 0.342
H 2.1471 -6.5472 -4.0227 0.361
H -0.1112 -5.7783 -3.3628 0.367
H -0.3620 -4.5579 -1.2152 0.594
```


- Which of these has the highest relative energy (zero: lowest compared OMol25 entry of this formula, charge and spin)?
  C34H45BrGeIMgN2O4S2


- Number 2 is which compound?
  C34H45BrGeIMgN2O4S2